Computed, not measured: a structure of composition C26H27ClIN4O3PrSSi, with ωB97M-V/def2-TZVPD.

Each line ends with the Löwdin charge.
Element x y z (Å)
C -2.67924 2.23683 -3.25421  0.00
H 3.34346 -3.27777 0.48889  0.14
H 4.45314 -0.02524 -3.14760  0.12
C 3.24305 -0.53908 -1.47424  -0.70
C 0.26811 5.08877 0.42200  -0.71
C 4.53082 -2.96618 -1.33430  -0.06
H -2.01270 -0.98103 -3.95072  0.12
H -0.62024 3.46411 1.54011  0.10
H -1.41215 -4.47479 -0.75694  0.03
H -2.22717 -2.10651 3.79196  0.08
C -1.34594 -1.53413 3.91067  -0.03
S 2.42265 0.86846 -1.57856  0.80
H -2.91920 -0.39413 -6.13855  0.11
C -2.35111 0.04055 -4.11089  -0.01
C 2.41450 3.31330 0.26290  -0.19
H 2.67228 1.05157 3.96193  0.07
Si -1.87436 -2.83303 0.96816  0.48
H -1.22182 -3.87268 3.22595  0.00
N 0.07842 0.14453 2.80875  0.02
H 4.94294 -3.97211 -1.33986  0.10
C 0.30911 -0.30987 5.14783  -0.08
C -1.53834 0.62264 -1.71403  -0.53
Cl -3.72401 2.06253 -7.26073  0.62
O 1.93484 -1.12566 0.34603  -0.33
H -3.74563 -1.26423 0.96574  0.04
H -0.43422 -4.47616 1.75290  0.02
C -3.33655 1.71750 -5.56488  -0.62
H 5.55540 -2.42845 -3.12022  0.11
C 4.80716 -2.07917 -2.41472  -0.07
I -1.48169 6.16811 0.63599  0.90
C -3.68312 -2.36290 0.99489  -0.17
H -4.03025 -2.79995 0.06177  0.02
H 3.26737 2.62022 0.23605  0.09
C 3.59359 -2.64441 -0.35975  0.03
H -0.20273 -3.12684 -0.90517  0.03
C -3.34032 2.60449 -4.49750  -0.06
Pr 0.26583 0.28178 0.30170  1.11
H -2.50383 3.00254 -2.48158  0.12
C -2.26038 0.95958 -3.00522  -0.11
C 2.51890 4.60999 -0.30953  -0.05
H -2.00825 -5.10676 2.16689  0.04
C 0.27162 3.78866 0.99770  -0.19
N 1.35049 2.92597 0.95843  0.00
H 1.65195 2.18646 3.23212  0.04
C 0.64411 0.44108 4.01498  -0.30
C -1.24078 -3.39994 -0.73321  -0.16
C -1.37507 -4.18791 2.21209  -0.17
O -1.40570 1.50810 -0.82424  -0.12
H -3.70809 3.59392 -4.57751  0.09
C -0.76509 -0.92324 2.73831  -0.44
C -2.88725 0.37677 -5.33580  -0.12
H -1.01296 -1.66220 6.07492  0.11
H 1.48094 6.44999 -0.71604  0.09
H 0.74486 -0.03939 6.13340  0.11
O -1.01642 -0.57790 -1.58668  -0.13
C 1.70335 1.48265 4.05612  -0.04
H 1.65327 2.10595 4.99616  0.10
H -4.23525 -2.80607 1.82869  0.03
C 1.46946 5.48786 -0.28552  -0.09
H 3.54063 4.91841 -0.60734  0.12
C -0.72717 -1.21262 5.12504  -0.08
H -1.89559 -2.97452 -1.47982  0.01
C 4.20662 -0.85624 -2.44809  -0.10
N -1.01444 -1.33877 1.48195  -0.16
N 2.89817 -1.44342 -0.52758  -0.16

Results
Expectation value of S²: 2.00
Gap between HOMO and LUMO (spin up / spin down) in eV: 7.176 / 7.193
HOMO level (spin up / spin down) in eV: -7.09 / -7.11
Spin multiplicity: 3
Relative energy (zero: lowest compared OMol25 entry of this formula, charge and spin) in eV: 0.000